Density functional theory data (ωB97M-V with the def2-TZVPD basis set) for a single HN3O2S molecule at a distorted geometry.

For the total energy, the calculation gives -19411.2952 eV. The lowest unoccupied orbital energy is -0.44 eV. The spin multiplicity is 1. For the orbital gap, the calculation gives 0.360 Ha. Its SMILES is [H]/N=N/S[N+](=O)[O-]. For the HOMO energy, the calculation gives -10.228 eV. The charge is 0. The energy above the lowest of the compared OMol25 structures with the same formula, charge and spin comes out at 59.7 kcal per mole.

Last column: Mulliken charge in e.
Atoms and positions in Å:
N1 -1.650 -0.342 -0.058  0.93
O1 -2.835 -0.106 0.029  -0.54
H1 2.906 0.112 0.140  0.26
N2 1.096 -0.048 -0.050  0.24
O2 -1.092 -1.398 -0.027  -0.50
S1 -0.490 1.103 -0.039  0.07
N3 2.065 0.678 0.005  -0.47

Density functional theory data (ωB97M-V with the def2-TZVPD basis set) for a 2-piece molecular cluster, HN3O2S overall at a distorted geometry.

For the total energy, the calculation gives -19413.3947 eV. The lowest unoccupied orbital energy (spin up / spin down) is -1.01 / -1.01 eV. The spin multiplicity is 1. For the orbital gap (spin up / spin down), the calculation gives 0.322 / 0.322 Ha. Its SMILES is [O-][N+](O)=S.N#N. For the HOMO energy (spin up / spin down), the calculation gives -9.768 / -9.769 eV. The charge is 0. The energy above the lowest of the compared OMol25 structures with the same formula, charge and spin comes out at 11.2 kcal per mole.

Last column: Mulliken charge in e.
Atoms and positions in Å:
H1 0.071 -0.218 1.203  0.41
O1 0.719 -0.958 1.079  -0.36
N1 3.642 1.262 0.927  -0.32
S1 0.762 0.126 -1.182  -0.05
N2 2.745 0.872 0.444  0.32
N3 0.954 -1.136 -0.276  0.51
O2 1.363 -2.267 -0.602  -0.50

Density functional theory data (ωB97M-V with the def2-TZVPD basis set) for a 2-piece molecular cluster, HN3S overall at a distorted geometry.

For the total energy, the calculation gives -15319.7740 eV. The lowest unoccupied orbital energy (spin up / spin down) is -1.15 / -1.12 eV. The spin multiplicity is 1. For the orbital gap (spin up / spin down), the calculation gives 0.271 / 0.271 Ha. Its SMILES is N#N.N=S. For the HOMO energy (spin up / spin down), the calculation gives -8.523 / -8.506 eV. The charge is 0. The energy above the lowest of the compared OMol25 structures with the same formula, charge and spin comes out at 15.8 kcal per mole.

Last column: Mulliken charge in e.
Atoms and positions in Å:
N1 0.504 -1.140 0.357  -0.24
S1 -0.640 -1.894 -0.273  -0.03
N2 2.567 -0.555 0.423  0.04
N3 2.732 0.208 -0.350  -0.04
H1 0.418 -0.655 1.216  0.27